The ion C4H7N2 with charge +1 at a distorted geometry, computed with ωB97M-V/def2-TZVPD.

Largest force on an atom in eV/Å: 5.815
Electronic energy in eV: -7231.782
Molecular weight in g/mol: 83.114
Kohn-Sham gap in eV: 8.11
Energy relative to the best compared isomer or geometry (same formula, charge and spin) in kJ/mol: 381.69

```
! RIJCOSX wB97M-V def2-TZVPD def2/J DEFGRID3
* xyz 1 1
C -1.313 0.150 0.314
C 0.954 -0.042 0.328
C 0.481 0.305 1.691
C -0.445 -0.277 -1.796
N -0.300 -0.088 -0.458
N -0.799 0.372 1.606
H 1.614 0.696 -0.144
H 1.534 -1.041 0.192
H 1.115 0.509 2.631
H 0.403 -0.752 -2.383
H -1.240 -0.873 -2.134
H -0.547 0.654 -2.174
H -1.457 0.387 2.326
*
```

These are the Löwdin partial charges, in e, on atoms 1 to 2: 0.029 -0.046

=====

A structure of composition C9H15Cl3N2O2RhSe2Si, computed with ωB97M-V/def2-TZVPD.

Largest force on an atom in eV/Å: 0.905
Electronic energy in eV: -195796.630
Molecular weight in g/mol: 578.502
Kohn-Sham gap in eV: 7.97
Energy relative to the best compared isomer or geometry (same formula, charge and spin) in kJ/mol: 0.00

```
! RIJCOSX wB97M-V def2-TZVPD def2/J DEFGRID3
* xyz 1 1
Rh 0.077 0.143 0.444
C -0.395 -0.344 3.787
Se 0.932 0.423 2.594
C 0.478 2.310 2.852
C 1.196 3.081 1.770
Se 0.792 2.297 0.006
C 2.604 2.408 -0.696
H -1.372 0.073 3.553
H -0.118 -0.127 4.815
H -0.386 -1.417 3.616
H 0.803 2.623 3.844
H -0.603 2.411 2.769
H 2.277 3.037 1.899
H 0.884 4.123 1.743
H 2.899 3.454 -0.686
H 2.584 2.042 -1.720
H 3.276 1.800 -0.096
Cl -3.286 1.838 -2.022
Si -2.658 0.113 -1.236
Cl -3.795 -1.425 -1.923
Cl -0.749 -0.274 -1.887
C -3.180 -3.021 2.485
N -3.473 -1.710 1.897
C -4.618 -1.011 2.251
C -4.808 0.280 1.936
C -3.808 0.981 1.158
O -3.707 2.166 0.998
N -2.870 0.083 0.517
C -2.533 -1.125 1.120
O -1.407 -1.624 0.959
H -3.894 -3.216 3.279
H -2.172 -3.023 2.892
H -3.252 -3.798 1.727
H -5.322 -1.576 2.845
H -5.673 0.829 2.272
*
```

These are the Löwdin partial charges, in e, on atoms 1 to 2: 0.012 -0.334